# 1
Below is an isolated ion of composition C4H8Br2N and charge +1, with properties calculated with wB97M-V/def2-TZVPD.

Geometry (Å):
C -2.745 0.322 0.497
C -1.575 0.858 0.132
Br -0.944 2.492 0.922
C -0.772 0.328 -0.956
Br -1.493 0.875 -2.776
N 0.677 0.772 -0.857
C 1.480 0.202 0.188
H -3.343 0.708 1.213
H -3.107 -0.557 0.079
H -0.810 -0.723 -0.798
H 1.275 0.737 -1.627
H 0.510 1.724 -0.700
H 1.014 0.035 1.235
H 2.105 -0.746 -0.032
H 2.243 1.000 0.378

Its LUMO energy is -4.263 eV. Its charge is +1. The value obtained for the total energy is -145844.1603 eV. As for the SMILES: C=C(Br)[C@@H](Br)[NH2+]C. The value obtained for the orbital gap is 9.65 eV. The max |F| is 5.06 eV/Å. The relative energy (zero: lowest compared OMol25 entry of this formula, charge and spin) is 63.4 kJ/mol.

=====

# 2
Below is the molecule C4H8BrClO, with properties calculated with wB97M-V/def2-TZVPD.

Geometry (Å):
C -0.343 -0.123 1.686
C 0.299 0.247 0.306
Cl 1.063 1.777 0.528
C -0.883 0.374 -0.799
O -0.410 0.410 -2.134
C 1.337 -0.689 -0.249
Br 0.529 -2.450 -0.178
H 0.327 -0.855 2.200
H -0.367 0.884 2.189
H -1.352 -0.490 1.401
H -1.335 1.369 -0.616
H -1.601 -0.459 -0.700
H -0.955 1.128 -2.623
H 1.380 -0.464 -1.289
H 2.312 -0.658 0.278

Its LUMO energy is 0.641 eV. Its charge is 0. The value obtained for the total energy is -88889.5030 eV. As for the SMILES: C[C@](Cl)(CO)CBr. The value obtained for the orbital gap is 10.75 eV. The max |F| is 2.83 eV/Å. The relative energy (zero: lowest compared OMol25 entry of this formula, charge and spin) is 0.0 kJ/mol.

=====

# 3
Below is the molecule C4H8BrI, with properties calculated with wB97M-V/def2-TZVPD.

Geometry (Å):
C 0.334 -0.462 1.522
C 0.271 0.797 0.657
Br 2.088 1.338 0.060
C -0.581 0.691 -0.583
C -0.047 -0.728 -1.584
I -2.640 0.381 -0.039
H -0.178 -1.295 1.047
H -0.143 -0.290 2.484
H 1.361 -0.770 1.708
H -0.061 1.649 1.258
H -0.535 1.565 -1.220
H 0.898 -0.429 -2.015
H 0.043 -1.593 -0.952
H -0.808 -0.852 -2.341

Its LUMO energy is 0.359 eV. Its charge is 0. The value obtained for the total energy is -82420.3868 eV. As for the SMILES: C[C@@H](Br)[C@@H](C)I. The value obtained for the orbital gap is 9.91 eV. The max |F| is 4.05 eV/Å. The relative energy (zero: lowest compared OMol25 entry of this formula, charge and spin) is 12.6 kJ/mol.

=====

# 4
Below is an isolated ion of composition C4H8BrINO3 and charge -1, with properties calculated with wB97M-V/def2-TZVPD.

Geometry (Å):
C -0.669 0.703 2.045
N 0.490 0.873 1.042
C 0.893 -0.487 0.516
C 0.027 -1.021 -0.770
O -0.189 -2.487 -0.539
Br 1.199 -0.863 -2.382
O -1.315 -0.434 -0.907
C -1.306 0.817 -1.681
O -1.587 0.930 -2.996
H -0.233 0.808 3.143
H -1.102 -0.377 1.855
H -1.481 1.532 1.794
H 1.300 1.169 1.666
H 2.041 -0.414 0.204
H 0.857 -1.238 1.443
H 0.705 -2.935 -0.460
H -1.092 1.839 -1.103
I 1.463 1.585 -2.872

Its LUMO energy is 3.037 eV. Its charge is -1. The value obtained for the total energy is -90048.7302 eV. The value obtained for the orbital gap is 4.60 eV. The max |F| is 9.11 eV/Å.

=====

# 5
Below is a 2-piece molecular cluster, C4H8BrN overall, with properties calculated with wB97M-V/def2-TZVPD.

Geometry (Å):
C 0.239 -1.379 0.621
C -0.033 -0.028 -0.099
C 0.020 1.357 0.455
C -1.173 -0.172 -1.162
N 0.985 -0.941 -0.461
Br 3.665 0.262 0.949
H 0.614 -1.303 1.576
H -0.446 -2.314 0.534
H 0.611 1.310 1.385
H -0.940 1.703 0.650
H 0.665 1.895 -0.118
H -0.975 0.744 -1.757
H -2.084 0.020 -0.757
H -1.149 -1.155 -1.818

Its LUMO energy (alpha / beta) is -3.642 / -3.637 eV. Its charge is 0. The value obtained for the total energy is -75804.6129 eV. The value obtained for the orbital gap (alpha / beta) is 5.45 / 5.46 eV. The max |F| is 4.91 eV/Å. The relative energy (zero: lowest compared OMol25 entry of this formula, charge and spin) is 477.6 kJ/mol.

=====

# 6
Below is an isolated ion of composition C4H8BrN3P and charge +1, with properties calculated with wB97M-V/def2-TZVPD.

Geometry (Å):
C -1.109 1.431 -0.919
C 0.516 -1.067 0.238
C -1.441 0.017 -0.678
C 0.790 2.450 0.342
N -0.218 2.087 -0.183
N -0.359 -0.933 -0.760
N 1.817 -1.484 0.061
P -0.057 -0.534 1.853
Br -1.239 2.061 -2.753
H -1.783 -0.141 0.319
H -2.240 -0.281 -1.524
H 1.024 3.184 1.125
H -0.061 -1.131 -1.727
H 2.460 -1.678 0.898
H 2.290 -1.440 -0.806
H -1.045 -1.379 1.726
H 0.655 -1.161 2.787

Its LUMO energy is -4.062 eV. Its charge is +1. The value obtained for the total energy is -88068.5874 eV. The value obtained for the orbital gap is 7.49 eV. The max |F| is 3.35 eV/Å. The relative energy (zero: lowest compared OMol25 entry of this formula, charge and spin) is 256.7 kJ/mol.

=====

# 7
Below is a 2-piece molecular cluster, C4H8BrNS overall, with properties calculated with wB97M-V/def2-TZVPD.

Geometry (Å):
C -1.281 0.533 -0.717
C -2.451 0.030 -0.911
C -0.772 2.517 0.531
C -0.628 1.015 0.547
N -1.225 -3.367 0.351
S 0.405 -2.983 -0.061
Br -3.893 -0.722 -0.007
H -0.793 0.659 -1.586
H -1.820 2.740 0.779
H -0.493 2.865 -0.465
H -0.160 2.866 1.337
H 0.522 0.676 0.538
H -1.216 0.611 1.268
H -1.574 -4.117 -0.230
H -1.938 -2.975 0.959

Its LUMO energy (alpha / beta) is -0.431 / -0.937 eV. Its charge is 0. The value obtained for the total energy is -86640.7589 eV. The value obtained for the orbital gap (alpha / beta) is 8.19 / 7.62 eV. The max |F| is 4.20 eV/Å. The relative energy (zero: lowest compared OMol25 entry of this formula, charge and spin) is 223.8 kJ/mol.

=====

# 8
Below is C4H8CaO3 as an isolated structure, with properties calculated with wB97M-V/def2-TZVPD.

Geometry (Å):
C 2.503 -0.101 0.475
C 1.311 -1.000 0.239
O 0.291 -0.520 1.111
H 3.360 -0.474 -0.101
H 2.266 0.928 0.171
H 2.759 -0.081 1.543
H 1.517 -2.052 0.492
H 1.022 -0.994 -0.822
O -2.932 0.610 0.524
Ca -2.521 -0.914 1.769
O -0.913 -0.559 0.377
C -1.830 0.893 -0.148
C -1.904 0.917 -1.607
H -1.102 1.364 -2.193
H -1.160 1.663 0.276
H -2.666 0.319 -2.108

Its LUMO energy (alpha / beta) is -4.955 / -4.954 eV. Its charge is +1. The value obtained for the total energy is -28848.6135 eV. Its spin multiplicity is 2. The value obtained for the orbital gap (alpha / beta) is 7.63 / 8.25 eV. The max |F| is 1.22 eV/Å. The relative energy (zero: lowest compared OMol25 entry of this formula, charge and spin) is 162.4 kJ/mol.

=====

# 9
Below is C4H8CaO3 as an isolated structure, with properties calculated with wB97M-V/def2-TZVPD.

Geometry (Å):
C 2.583 0.242 -1.764
O 2.603 0.482 -0.409
H 1.563 0.571 -2.263
H 3.442 0.695 -2.294
H 2.585 -0.846 -1.963
O -0.417 1.731 0.030
C -1.362 1.079 -0.435
C -1.798 -0.128 0.336
O -0.663 -0.634 1.025
C -0.877 -1.390 2.148
Ca 1.166 0.688 0.940
H -2.150 1.586 -1.018
H -2.165 -0.898 -0.361
H -2.620 0.160 1.011
H 0.020 -1.871 2.530
H -1.909 -1.466 2.489

Its LUMO energy (alpha / beta) is -5.153 / -5.158 eV. Its charge is +1. The value obtained for the total energy is -28850.2966 eV. Its spin multiplicity is 2. The value obtained for the orbital gap (alpha / beta) is 7.01 / 7.00 eV. The max |F| is 3.80 eV/Å. The relative energy (zero: lowest compared OMol25 entry of this formula, charge and spin) is 0.0 kJ/mol.

=====

# 10
Below is C4H8CdO3 as an isolated structure, with properties calculated with wB97M-V/def2-TZVPD.

Geometry (Å):
C 3.046 0.202 0.327
C 0.929 -1.561 -0.086
O 1.110 -0.982 -1.221
O 2.719 1.045 -0.620
H 3.948 -0.419 0.186
H 2.783 0.469 1.367
H 1.797 -2.003 0.424
Cd 0.844 0.966 -1.083
O -0.760 1.339 -0.003
C -1.727 0.731 0.513
C -2.898 0.322 -0.297
H -0.253 -1.707 0.340
H -3.772 0.894 0.050
H -3.088 -0.743 -0.088
H -2.729 0.443 -1.372
H -1.948 1.004 1.564

Its LUMO energy (alpha / beta) is -4.942 / -4.953 eV. Its charge is +1. The value obtained for the total energy is -14972.0491 eV. Its spin multiplicity is 2. The value obtained for the orbital gap (alpha / beta) is 5.79 / 9.50 eV. The max |F| is 4.10 eV/Å. The relative energy (zero: lowest compared OMol25 entry of this formula, charge and spin) is 169.2 kJ/mol.

=====

# 11
Below is C4H8Cl4F6Mg2N3O12S6 as an isolated structure, with properties calculated with wB97M-V/def2-TZVPD.

Geometry (Å):
Mg 1.583 -5.465 -1.096
Mg -1.136 -0.452 -2.516
N -2.609 -2.298 -4.488
S -2.104 -3.896 -4.912
O -2.966 -4.971 -5.416
O -1.063 -4.315 -4.014
F -1.227 -3.427 -6.233
S -3.917 -2.412 -5.254
O -5.025 -3.107 -4.569
O -3.884 -2.410 -6.698
F -4.316 -0.874 -4.958
N 3.194 -2.850 -1.137
S 3.530 -1.554 -2.316
O 4.632 -0.589 -2.406
O 2.182 -1.176 -2.639
F 3.752 -2.528 -3.616
S 4.345 -2.291 -0.282
O 4.158 -1.068 0.483
O 5.662 -2.684 -0.704
F 4.130 -3.376 0.950
N -1.327 -1.169 0.446
S -1.855 -2.637 1.160
O -2.727 -2.646 2.321
O -0.794 -3.668 0.954
F -2.867 -3.038 -0.024
S -1.187 -0.400 1.739
O -0.382 -0.950 2.803
O -2.342 0.397 2.104
F -0.289 0.833 1.092
Cl 3.206 1.991 9.776
C 1.580 2.296 9.107
C 1.708 2.802 7.600
Cl 2.948 4.109 7.351
H 1.046 3.002 9.743
H 1.036 1.352 9.120
H 0.785 3.360 7.440
H 1.805 2.084 6.785
Cl -1.250 3.548 -2.970
C -0.976 5.295 -2.954
C -1.123 5.890 -1.554
Cl -2.688 5.433 -0.827
H -1.680 5.848 -3.576
H 0.039 5.520 -3.283
H -1.214 6.969 -1.675
H -0.370 5.522 -0.858

Its LUMO energy is -10.395 eV. Its charge is +1. The value obtained for the total energy is -175590.8911 eV. The value obtained for the orbital gap is 1.32 eV. The max |F| is 10.93 eV/Å. The relative energy (zero: lowest compared OMol25 entry of this formula, charge and spin) is 1657.5 kJ/mol.

=====

# 12
Below is an isolated ion of composition C4H8ClFN and charge +1, with properties calculated with wB97M-V/def2-TZVPD.

Geometry (Å):
C 0.947 0.833 0.082
N 0.090 -0.429 -0.034
C -0.874 -0.493 1.071
C -2.075 -0.325 0.058
F -2.864 -1.442 0.004
Cl -3.148 1.036 -0.108
C -0.928 -0.529 -1.070
H 0.261 1.523 0.500
H 1.980 0.652 0.571
H 1.254 1.111 -0.931
H 0.588 -1.319 0.005
H -0.916 0.347 1.881
H -1.008 -1.518 1.671
H -0.890 -1.468 -1.568
H -1.065 0.180 -1.996

Its LUMO energy is -3.652 eV. Its charge is +1. The value obtained for the total energy is -20998.6419 eV. As for the SMILES: C[N@H+]1C[C@@](F)(Cl)C1. The value obtained for the orbital gap is 11.67 eV. The max |F| is 5.38 eV/Å. The relative energy (zero: lowest compared OMol25 entry of this formula, charge and spin) is 139.8 kJ/mol.